No. 1
{"formula": "C21H53F3O11", "method": "wB97M-V/def2-TZVPD", "multiplicity": 1, "orbital_gap_ev": 10.0, "energy_ev": -53307.8803, "elements": ["O", "C", "O", "O", "C", "C", "C", "F", "C", "F", "F", "H", "H", "H", "H", "H", "C", "C", "O", "H", "H", "H", "H", "H", "H", "C", "C", "O", "H", "H", "H", "H", "H", "H", "C", "C", "O", "H", "H", "H", "H", "H", "H", "C", "C", "O", "H", "H", "H", "H", "H", "H", "C", "C", "O", "H", "H", "H", "H", "H", "H", "C", "C", "O", "H", "H", "H", "H", "H", "H", "C", "C", "O", "H", "H", "H", "H", "H", "H", "C", "C", "O", "H", "H", "H", "H", "H", "H"], "xyz": [[0.8347, 2.1739, -1.2215], [-0.1127, 1.4988, -0.8883], [-0.1940, 0.1538, -1.1587], [-1.1491, 2.0391, -0.2237], [-2.0456, 1.1435, 0.4336], [-1.4893, 0.5628, 1.7490], [-0.2603, 1.2153, 2.2473], [0.8971, 0.6933, 1.7860], [-0.1761, 2.2501, 3.0774], [-1.0770, 3.2036, 3.1136], [0.8341, 2.4070, 3.9049], [0.1569, -0.2770, -0.3664], [-2.9183, 1.7308, 0.6794], [-2.4067, 0.3529, -0.2096], [-2.2556, 0.6716, 2.5085], [-1.2970, -0.5011, 1.6680], [-2.0813, -1.2785, -4.8326], [-1.9479, -1.5851, -3.3523], [-3.1677, -2.1036, -2.8202], [-2.8821, -0.5577, -5.0022], [-1.1507, -0.8702, -5.2321], [-2.3339, -2.1828, -5.3926], [-1.7173, -0.6824, -2.7957], [-1.1464, -2.3107, -3.1790], [-3.3714, -2.9118, -3.2987], [2.1408, -0.7391, -4.5467], [2.3928, -1.6499, -3.3581], [2.4857, -0.9025, -2.1462], [2.9448, -0.0077, -4.6367], [2.0757, -1.3142, -5.4730], [1.2089, -0.1801, -4.4171], [3.3348, -2.1839, -3.4825], [1.5914, -2.3891, -3.2627], [1.6376, -0.4605, -2.0527], [-4.6070, 3.3810, 4.4655], [-5.3010, 2.0330, 4.3999], [-4.4244, 1.0193, 3.9062], [-4.2433, 3.6701, 3.4788], [-5.2845, 4.1540, 4.8298], [-3.7414, 3.3380, 5.1311], [-6.1509, 2.0728, 3.7212], [-5.6643, 1.7409, 5.3901], [-3.6768, 0.9670, 4.5082], [2.3150, -5.7800, -3.5265], [0.8371, -5.7534, -3.8717], [0.4473, -4.4808, -4.3796], [2.5461, -5.0109, -2.7891], [2.6074, -6.7516, -3.1247], [2.9211, -5.5737, -4.4119], [0.2341, -5.9397, -2.9841], [0.6029, -6.5249, -4.6141], [0.9665, -4.3083, -5.1747], [-4.3597, -5.8545, -1.3213], [-3.8859, -5.1911, -0.0402], [-3.2074, -3.9696, -0.3091], [-3.5139, -6.0490, -1.9820], [-4.8667, -6.7981, -1.1131], [-5.0513, -5.2016, -1.8598], [-3.1830, -5.8357, 0.4854], [-4.7347, -4.9948, 0.6244], [-3.8151, -3.3823, -0.7693], [4.5176, 4.0559, 5.5657], [3.6729, 3.5795, 6.7330], [2.5390, 4.4242, 6.9295], [4.8563, 5.0787, 5.7349], [5.3897, 3.4162, 5.4245], [3.9344, 4.0554, 4.6420], [4.2523, 3.5983, 7.6546], [3.3291, 2.5539, 6.5642], [2.0167, 4.4038, 6.1231], [3.6280, 8.5015, 7.4628], [3.9100, 8.1241, 8.9045], [2.8265, 7.3874, 9.4604], [2.7155, 9.0945, 7.3961], [4.4511, 9.0762, 7.0338], [3.4757, 7.6051, 6.8569], [4.0397, 9.0154, 9.5166], [4.8248, 7.5244, 8.9727], [2.7112, 6.5906, 8.9314], [1.2717, -2.7969, -9.3420], [1.4790, -3.6715, -8.1206], [1.5710, -2.8860, -6.9283], [2.0909, -2.0848, -9.4420], [1.2163, -3.3986, -10.2499], [0.3483, -2.2203, -9.2515], [2.4097, -4.2301, -8.2035], [0.6548, -4.3857, -8.0180], [0.7467, -2.3962, -6.8389]], "mulliken_charge": [-0.55, 0.67, -0.29, -0.40, -0.35, -0.45, 0.67, -0.32, 0.17, -0.20, -0.21, 0.24, 0.43, 0.23, -0.11, 0.45, -1.23, 0.42, -0.55, 0.36, 0.24, 0.36, -0.13, 0.18, 0.31, -0.55, 0.08, -0.54, 0.28, 0.07, 0.16, 0.34, 0.01, 0.32, -0.92, -0.32, -0.48, 0.20, 0.36, 0.31, 0.28, 0.29, 0.26, -1.01, -0.24, -0.33, 0.23, 0.39, 0.29, 0.27, 0.26, 0.17, -0.94, -0.23, -0.43, 0.17, 0.36, 0.28, 0.28, 0.26, 0.24, -0.94, -0.23, -0.47, 0.24, 0.33, 0.28, 0.30, 0.25, 0.26, -0.84, -0.23, -0.52, 0.27, 0.31, 0.18, 0.30, 0.24, 0.29, -1.11, -0.32, -0.47, 0.27, 0.37, 0.34, 0.32, 0.28, 0.20]}

No. 2
{"formula": "C21H53NO9S", "method": "wB97M-V/def2-TZVPD", "multiplicity": 1, "orbital_gap_ev": 10.0, "e_above_lowest_kj_mol": 0.0, "energy_ev": -53386.4289, "elements": ["C", "C", "O", "C", "C", "O", "S", "O", "O", "C", "C", "N", "H", "H", "H", "H", "H", "H", "H", "H", "H", "H", "H", "H", "H", "C", "C", "C", "O", "H", "H", "H", "H", "H", "H", "H", "H", "C", "C", "C", "O", "H", "H", "H", "H", "H", "H", "H", "H", "C", "C", "C", "O", "H", "H", "H", "H", "H", "H", "H", "H", "C", "C", "C", "O", "H", "H", "H", "H", "H", "H", "H", "H", "C", "C", "C", "O", "H", "H", "H", "H", "H", "H", "H", "H"], "xyz": [[2.6812, 1.8193, 3.7729], [2.3196, 3.2991, 3.7068], [0.9351, 3.4431, 4.0040], [0.6327, 4.2234, 5.1293], [-0.6510, 5.0741, 4.8309], [-0.9101, 5.0397, 3.4266], [-2.4394, 5.4308, 3.0480], [-2.3278, 5.9883, 1.7421], [-3.2117, 3.9834, 2.7981], [-2.4731, 2.7953, 3.1243], [-3.4932, 1.7035, 3.3754], [-3.5959, 1.0991, 4.4577], [2.6584, 1.4739, 4.8017], [1.8971, 1.3099, 3.2309], [3.6328, 1.6433, 3.2882], [2.9641, 3.9047, 4.3398], [2.4927, 3.6161, 2.6803], [0.4065, 3.5635, 5.9688], [1.4238, 4.9170, 5.4001], [-1.4774, 4.6441, 5.3908], [-0.5073, 6.0878, 5.1944], [-1.8394, 2.4804, 2.2987], [-1.8806, 2.8759, 4.0298], [-4.1707, 1.4672, 2.5608], [-2.9077, 1.4434, 5.1288], [1.5873, -0.1445, -0.9274], [2.8489, -0.5494, -0.1835], [2.9600, -2.0626, -0.0804], [2.8462, 0.0282, 1.1247], [0.7026, -0.5008, -0.3994], [1.5116, 0.9422, -0.9927], [1.5744, -0.5560, -1.9383], [3.7254, -0.1509, -0.6981], [2.1112, -2.4734, 0.4739], [3.8652, -2.3437, 0.4623], [2.9877, -2.5268, -1.0659], [2.0745, -0.3173, 1.5887], [-1.0341, 5.8535, -2.0919], [0.2045, 5.4684, -1.2957], [0.3715, 3.9569, -1.2267], [0.1200, 6.0039, 0.0187], [-1.9342, 5.4547, -1.6166], [-1.1425, 6.9379, -2.1273], [-0.9833, 5.4739, -3.1147], [1.0887, 5.9120, -1.7575], [-0.4862, 3.4994, -0.7248], [1.2595, 3.6982, -0.6483], [0.4640, 3.5194, -2.2230], [-0.6605, 5.6204, 0.4427], [-2.1044, -4.1591, -1.1012], [-0.9310, -3.7294, -0.2354], [-1.0687, -4.2524, 1.1866], [-0.8382, -2.3020, -0.2174], [-3.0433, -3.7615, -0.7049], [-1.9977, -3.7741, -2.1131], [-2.1830, -5.2455, -1.1513], [-0.0004, -4.0958, -0.6713], [-1.9744, -3.8569, 1.6553], [-0.2232, -3.9313, 1.7972], [-1.1169, -5.3419, 1.2045], [-1.6540, -1.9583, 0.1655], [6.6808, -4.3626, -3.3567], [5.2809, -3.7867, -3.2070], [5.3135, -2.2665, -3.1379], [4.6631, -4.3134, -2.0329], [7.3004, -4.0942, -2.4965], [6.6431, -5.4515, -3.3997], [7.1666, -3.9946, -4.2618], [4.6638, -4.1014, -4.0494], [5.8911, -1.9334, -2.2708], [4.3050, -1.8661, -3.0261], [5.7600, -1.8384, -4.0367], [5.1937, -4.0461, -1.2733], [-6.4326, -4.5270, -4.2740], [-5.4794, -4.1888, -3.1379], [-5.5570, -2.7135, -2.7728], [-4.1430, -4.5270, -3.5078], [-6.1750, -3.9602, -5.1729], [-6.3629, -5.5849, -4.5288], [-7.4657, -4.3004, -4.0059], [-5.7215, -4.7957, -2.2643], [-5.2724, -2.0913, -3.6257], [-4.8654, -2.4833, -1.9615], [-6.5648, -2.4345, -2.4616], [-3.9081, -4.0003, -4.2807]], "mulliken_charge": [-0.94, -0.34, -0.25, -0.60, -0.59, -0.10, 0.38, -0.50, -0.30, 0.38, -0.07, -0.66, 0.35, 0.09, 0.40, 0.34, 0.25, 0.20, 0.48, 0.41, 0.43, 0.20, -0.23, 0.40, 0.27, -0.79, 0.30, -0.75, -0.43, 0.04, 0.15, 0.39, 0.22, 0.05, 0.30, 0.24, 0.31, -1.29, 0.38, -1.11, -0.48, 0.30, 0.33, 0.39, 0.34, 0.23, 0.24, 0.40, 0.28, -1.38, 0.60, -1.38, -0.44, 0.21, 0.34, 0.37, 0.28, 0.35, 0.35, 0.39, 0.29, -1.31, 0.33, -1.04, -0.53, 0.34, 0.32, 0.37, 0.27, 0.29, 0.16, 0.45, 0.35, -1.36, 0.43, -1.16, -0.51, 0.36, 0.32, 0.38, 0.28, 0.34, 0.22, 0.38, 0.34]}

No. 3
{"formula": "C21H54F2HgN3O19S2", "method": "wB97M-V/def2-TZVPD", "multiplicity": 1, "orbital_gap_ev": 4.7, "charge": -1, "energy_ev": -97294.7943, "elements": ["Hg", "N", "S", "O", "O", "F", "S", "O", "O", "F", "C", "O", "O", "O", "C", "C", "O", "O", "H", "H", "H", "H", "H", "H", "C", "C", "O", "O", "H", "H", "H", "H", "H", "H", "C", "C", "O", "O", "H", "H", "H", "H", "H", "H", "C", "C", "O", "O", "H", "H", "H", "H", "H", "H", "C", "O", "C", "C", "N", "C", "C", "O", "C", "H", "H", "H", "H", "H", "H", "H", "H", "H", "H", "H", "H", "H", "H", "H", "C", "O", "C", "C", "N", "C", "C", "O", "C", "H", "H", "H", "H", "H", "H", "H", "H", "H", "H", "H", "H", "H", "H", "H"], "xyz": [[-13.9014, -20.5992, 15.3152], [-12.9543, -19.1682, 16.7830], [-12.1362, -19.0355, 18.0834], [-11.9486, -17.7415, 18.6584], [-11.0758, -19.9845, 18.2585], [-13.3170, -19.6337, 19.0249], [-11.8076, -18.1322, 16.0047], [-10.4717, -18.5834, 15.7059], [-12.0555, -16.7210, 16.0732], [-12.5453, -18.4418, 14.5929], [-15.8586, -19.5200, 13.5044], [-17.1152, -19.7752, 13.5654], [-15.3867, -18.8375, 14.4702], [-15.1991, -20.6717, 13.3277], [-7.5681, -21.8098, 20.1682], [-8.3220, -22.4648, 19.0040], [-9.7174, -22.2534, 19.0443], [-6.3105, -22.4550, 20.3115], [-8.1594, -21.8063, 21.0883], [-7.4413, -20.7318, 20.0177], [-8.0756, -23.5268, 19.0401], [-7.9337, -22.0202, 18.0828], [-9.8903, -21.5073, 18.4573], [-5.6063, -21.8481, 20.0784], [-15.0675, -16.4082, 16.7352], [-16.4305, -15.7439, 16.7463], [-17.4383, -16.6043, 16.2451], [-15.1839, -17.6855, 17.3616], [-14.3823, -15.7694, 17.2987], [-14.7272, -16.4917, 15.7026], [-16.3303, -14.8428, 16.1327], [-16.6359, -15.4464, 17.7810], [-18.0590, -16.0234, 15.7985], [-14.3832, -18.2335, 17.2926], [-12.7608, -15.0906, 21.2187], [-13.1946, -15.6486, 22.5848], [-12.7465, -14.8701, 23.6624], [-13.6192, -15.5124, 20.1982], [-11.7400, -15.4725, 21.0835], [-12.6618, -14.0068, 21.2159], [-12.9376, -16.7156, 22.6375], [-14.2791, -15.7822, 22.6605], [-11.9447, -15.2124, 24.0619], [-13.6168, -16.4514, 19.9919], [-8.0142, -16.6055, 18.9526], [-9.1243, -15.6464, 19.3668], [-9.8340, -15.0484, 18.2881], [-6.8602, -15.9123, 18.4367], [-8.4551, -17.1479, 18.1080], [-7.6737, -17.3627, 19.6615], [-8.8277, -14.8835, 20.0884], [-9.7731, -16.2986, 19.9644], [-10.6829, -15.4922, 18.1834], [-6.4554, -16.4954, 17.7900], [-7.5868, -19.1068, 13.2853], [-6.8423, -18.0716, 12.6470], [-7.6892, -17.1709, 11.9871], [-6.8672, -16.0362, 11.3300], [-7.4545, -14.6990, 11.4322], [-8.8861, -14.5829, 11.1189], [-9.1689, -13.1084, 10.8333], [-8.5233, -12.7574, 9.6388], [-8.7012, -11.4280, 9.2570], [-6.9229, -19.8634, 13.6944], [-8.1312, -19.6198, 12.4819], [-8.3375, -18.7314, 13.9823], [-8.4900, -16.8009, 12.6393], [-8.2806, -17.6913, 11.2197], [-6.6012, -16.3650, 10.3177], [-5.9021, -16.0771, 11.8402], [-6.9909, -14.0828, 10.7751], [-9.4174, -14.8886, 12.0221], [-9.1208, -15.2765, 10.3034], [-8.7618, -12.5851, 11.7055], [-10.2554, -12.9820, 10.7981], [-7.9522, -11.1316, 8.5261], [-8.4136, -10.7884, 10.1111], [-9.7336, -11.1052, 9.0957], [-17.7951, -25.6643, 25.9364], [-16.5101, -25.1609, 25.6691], [-16.4389, -23.8091, 25.3556], [-17.2263, -23.3583, 24.0887], [-17.1517, -24.1002, 22.8291], [-15.7629, -24.3769, 22.4995], [-14.8710, -23.1570, 22.2421], [-15.4216, -22.4002, 21.2039], [-14.4052, -21.8486, 20.3705], [-18.3934, -24.9741, 26.5344], [-17.7316, -26.6232, 26.4572], [-18.3158, -26.0097, 25.0365], [-15.3853, -23.6054, 25.1438], [-16.7025, -23.1486, 26.1886], [-17.1478, -22.2703, 23.9977], [-18.2462, -23.5101, 24.4684], [-17.5013, -23.5325, 22.0660], [-15.7318, -24.9464, 21.5666], [-15.2369, -24.9451, 23.2702], [-13.8464, -23.5119, 22.0819], [-14.7768, -22.5726, 23.1699], [-13.7439, -22.6585, 20.0537], [-13.8292, -21.1564, 20.9925], [-14.9197, -21.3142, 19.5785]], "mulliken_charge": [0.87, 0.15, 0.06, -0.26, -0.56, -0.17, 1.27, -0.59, -0.55, -0.36, 0.82, -0.57, -0.64, -0.67, 0.02, -0.29, -0.46, -0.55, 0.24, -0.03, 0.31, 0.22, 0.38, 0.32, 0.18, -0.75, -0.46, -0.55, 0.21, 0.16, 0.40, 0.22, 0.29, 0.38, 0.21, -0.44, -0.55, -0.44, -0.22, 0.36, 0.25, 0.29, 0.31, 0.22, -0.17, -0.11, -0.57, -0.55, 0.09, 0.32, 0.35, -0.04, 0.32, 0.32, -0.54, -0.39, -0.30, -0.71, -0.37, -0.43, -0.68, -0.29, -0.82, 0.29, 0.33, 0.15, 0.25, 0.34, 0.25, 0.42, 0.26, 0.29, 0.33, 0.35, 0.41, 0.27, 0.33, 0.31, -0.72, -0.37, -0.55, -0.71, -0.35, -0.97, -0.35, -0.36, -0.73, 0.32, 0.27, 0.27, 0.31, 0.41, 0.37, 0.47, 0.31, 0.42, 0.38, 0.46, 0.23, 0.31, 0.29, 0.27]}